{"formula": "C28H45BrN2NiP2", "method": "wB97M-V/def2-TZVPD", "multiplicity": 3, "total_charge": 2, "max_force_ev_per_a": 3.7, "de_lowest_kcal_mol": 24.4, "species": ["N", "C", "C", "C", "C", "C", "C", "Ni", "P", "C", "C", "C", "C", "C", "C", "C", "Br", "H", "H", "H", "H", "H", "H", "H", "H", "H", "H", "P", "C", "C", "H", "H", "H", "H", "H", "C", "C", "H", "H", "H", "H", "H", "C", "C", "H", "H", "H", "H", "H", "C", "C", "H", "H", "H", "H", "H", "C", "C", "H", "H", "H", "H", "H", "C", "C", "H", "H", "H", "H", "H", "C", "C", "C", "N", "H", "H", "H", "H", "H"], "xyz": [[-5.99250, 4.82110, -4.00871], [-5.70681, 5.12806, -2.74438], [-4.84495, 4.35080, -1.97526], [-4.24051, 3.20037, -2.52379], [-4.55058, 2.90194, -3.87283], [-5.45173, 3.73652, -4.56059], [-3.29545, 2.46679, -1.68003], [-0.28456, 0.29656, 0.21160], [4.46429, -0.45243, 0.76440], [-2.32195, 1.59655, -2.09406], [-1.00308, 1.58210, -1.45667], [0.19004, 1.55308, -2.23663], [1.23898, 2.43930, -1.90536], [1.14117, 3.27600, -0.77749], [0.18283, 2.97299, 0.19412], [-0.91524, 2.12004, -0.09726], [2.44940, 4.52116, -0.40852], [-3.29508, 2.79540, -0.64189], [-2.43094, 1.13064, -3.07867], [-4.64317, 4.62840, -0.94442], [-4.09506, 2.06077, -4.39302], [-6.17645, 6.01265, -2.31011], [-5.72059, 3.51696, -5.59557], [0.18676, 0.98027, -3.17907], [-1.81152, 2.20403, 0.51929], [2.15196, 2.50048, -2.48372], [0.32738, 3.36834, 1.19747], [-0.37423, -1.98300, 0.27812], [4.35433, 1.37756, 0.67498], [5.67875, 1.95620, 0.16061], [4.17444, 1.69893, 1.71037], [3.49552, 1.68541, 0.05836], [5.67896, 3.04527, 0.28302], [6.53190, 1.54916, 0.71922], [5.82230, 1.73101, -0.90270], [3.91610, -1.00799, -0.89365], [4.99847, -1.87915, -1.55387], [3.70286, -0.11543, -1.50060], [2.98249, -1.57045, -0.74684], [4.76098, -2.03695, -2.61547], [5.99284, -1.41048, -1.49905], [5.06051, -2.85899, -1.05610], [3.25040, -1.03219, 1.98141], [3.99057, -1.77348, 3.10691], [2.53047, -1.68642, 1.47506], [2.69255, -0.16997, 2.37241], [3.34182, -2.49469, 3.61163], [4.85909, -2.32284, 2.72399], [4.35404, -1.06364, 3.85617], [-0.35669, -3.54889, 1.36175], [-1.37411, -4.65006, 1.08391], [-0.40834, -3.19227, 2.39592], [0.64972, -3.96840, 1.22021], [-2.38171, -4.39234, 1.41561], [-1.44531, -4.90770, 0.02094], [-1.10149, -5.57107, 1.61079], [0.57562, -2.84750, -1.05929], [0.26417, -2.37285, -2.46526], [0.40410, -3.93518, -0.96347], [1.63278, -2.69309, -0.79512], [-0.79871, -2.54528, -2.68927], [0.48466, -1.30435, -2.60789], [0.89275, -2.94484, -3.16402], [-2.14631, -2.14575, -0.30619], [-3.11665, -1.87524, 0.82955], [-2.29986, -3.15898, -0.69702], [-2.27979, -1.43736, -1.13404], [-4.04971, -1.43759, 0.45356], [-3.37081, -2.78093, 1.38807], [-2.70831, -1.17899, 1.56860], [-2.10615, -0.97897, 5.05266], [-1.31534, 0.28127, 4.60424], [-1.14827, 0.39962, 3.15385], [-0.82440, 0.32984, 2.03372], [-2.78658, -1.33512, 4.26209], [-2.69225, -0.78994, 5.96357], [-1.39942, -1.79310, 5.27488], [-1.83633, 1.18455, 4.96318], [-0.30510, 0.24384, 5.06172]], "forces_ev_per_angstrom": [[-0.316, 0.155, -0.059], [0.349, -0.481, -0.090], [0.080, -0.459, -0.033], [-1.021, 0.143, -0.714], [-0.142, 0.417, 0.339], [0.728, -0.345, 0.655], [1.131, -0.669, -0.319], [0.608, -1.095, 0.161], [-2.442, 1.356, -1.108], [-1.250, 0.147, -0.446], [-0.388, 1.054, 1.597], [0.153, 0.492, 0.208], [-0.655, -0.375, 0.165], [-0.589, -1.931, 0.273], [0.069, -0.349, 0.019], [0.431, 1.588, -1.841], [0.661, 0.568, 0.111], [0.230, 0.311, -0.286], [0.313, 0.355, 0.148], [-0.024, -0.019, -0.100], [-0.180, 0.117, 0.155], [0.095, -0.200, -0.258], [0.055, 0.106, 0.285], [0.112, 0.508, 0.502], [0.339, -0.150, -0.163], [-0.208, -0.001, -0.350], [-0.365, 0.254, -0.222], [-0.782, -2.639, -1.443], [0.960, -0.051, 0.876], [0.087, 0.262, -0.135], [0.011, 0.084, -0.234], [0.102, -0.411, 0.117], [0.017, -0.258, -0.096], [-0.197, 0.181, -0.139], [0.021, 0.064, 0.187], [0.705, -0.458, -0.121], [0.070, -0.303, -0.330], [0.136, -0.125, 0.321], [0.383, 0.290, -0.043], [0.088, -0.034, 0.366], [-0.345, -0.111, -0.071], [0.019, 0.297, -0.228], [0.191, -0.399, 0.494], [0.083, -0.181, 0.435], [0.248, 0.079, -0.063], [0.200, -0.085, -0.196], [0.059, 0.177, -0.085], [-0.217, -0.002, 0.136], [0.007, -0.151, -0.109], [0.666, 0.996, 0.924], [-0.331, -0.121, -0.208], [-0.080, -0.387, 0.078], [-0.121, 0.250, 0.177], [0.234, -0.046, -0.033], [0.148, 0.012, 0.181], [0.127, 0.253, -0.034], [-0.064, 0.022, 0.170], [0.251, -0.105, -0.285], [-0.034, 0.495, -0.145], [-0.246, -0.203, -0.191], [0.409, 0.045, -0.129], [-0.083, -0.253, 0.078], [-0.391, 0.252, -0.032], [0.570, 0.131, -0.299], [-0.548, 0.331, 0.423], [0.098, 0.332, -0.087], [-0.089, -0.126, 0.171], [0.174, -0.164, 0.117], [-0.023, 0.204, -0.227], [-0.127, 0.019, -0.176], [0.056, -0.473, -0.302], [-0.446, 0.241, 0.686], [1.409, -0.773, -1.874], [-1.162, 0.730, 3.417], [0.168, 0.203, 0.376], [0.279, 0.089, -0.399], [-0.304, 0.245, -0.116], [0.349, -0.233, -0.144], [-0.509, 0.314, -0.380]], "lowdin_spin": [0.002, 0.000, 0.002, 0.000, 0.002, 0.000, 0.008, 0.858, 0.606, -0.003, 0.009, 0.000, 0.051, -0.002, 0.052, -0.026, -0.001, 0.000, 0.000, 0.000, 0.000, 0.000, 0.000, -0.001, 0.000, 0.003, 0.002, 0.013, 0.089, 0.012, 0.000, 0.017, 0.000, 0.004, 0.000, 0.089, 0.018, 0.008, 0.007, 0.000, 0.003, 0.001, 0.090, 0.023, 0.006, 0.008, 0.001, 0.007, 0.000, 0.003, 0.001, 0.000, 0.000, 0.000, 0.000, 0.000, 0.010, 0.001, 0.001, 0.001, 0.000, 0.001, 0.000, -0.002, 0.000, 0.000, 0.000, 0.000, 0.000, 0.000, 0.000, -0.001, -0.002, 0.032, 0.000, 0.000, 0.000, 0.000, 0.000]}